Record 1
Density functional theory data (ωB97M-V with the def2-TZVPD basis set) for C23H38Cl2CrN3O4 as an isolated structure.

CARTESIAN COORDINATES (ANGSTROEM)
C 1.17540 3.12622 -6.38770
H -0.12839 -4.97149 -1.70766
C -2.17649 2.50626 -1.17385
H -0.35724 -6.02702 -0.26393
C 4.88935 1.13186 -1.20996
O 0.19957 1.26628 -2.65719
H -2.79946 2.95618 -0.38715
H 2.43890 1.07536 -2.84046
H -1.51182 0.39860 5.40451
C 2.41429 0.23168 3.99062
N 3.80154 0.20546 -1.47454
H 1.52323 2.97880 -4.23881
H -1.50022 1.79063 -8.06069
C -1.68506 -4.03408 1.15481
C -0.20657 -2.84516 -0.43580
C -1.89558 1.10567 -0.83994
H -4.58510 1.23122 0.02659
H 0.58468 3.11951 -8.45980
H 2.68024 0.92772 5.99434
C -0.76181 -5.17700 -0.83472
C 1.55639 -0.69672 3.12957
H -1.26422 3.10464 -1.26314
C 0.57251 0.92042 5.64191
C -3.86266 0.74910 0.69666
Cl 1.22340 2.04300 -0.29645
C -0.30084 1.95470 -4.85703
O 1.99820 -0.86739 -0.56332
H -2.72327 -4.19023 0.82221
H -1.50352 0.69765 3.16208
Cl 0.09255 -1.52668 -2.96752
H -1.59780 -3.12167 1.75589
C -0.84277 2.05504 -7.22408
N -0.62761 0.34409 3.54218
H 0.35588 0.98086 6.71498
H 2.44567 1.23801 3.54370
H 0.56473 1.94828 5.25679
H 5.47601 0.76986 -0.36009
C 1.95734 0.31130 5.44871
N -0.80509 -3.97309 -0.01023
H 2.11107 -1.01620 2.23980
H -2.31351 -0.68825 0.17116
H -3.64459 1.42531 1.53643
H -2.05974 1.05507 -5.71365
H -1.41049 -4.91003 1.76201
C 0.32683 2.79186 -7.45360
H 3.44099 -0.15769 3.97313
H -4.31252 -0.15087 1.12255
H 4.50528 2.13503 -0.97314
H -0.38696 -0.96428 5.15601
O 0.08626 0.22029 1.41603
C 0.87688 2.71328 -5.08926
C 0.29521 -0.01548 2.61068
H -1.78161 -5.44123 -1.16056
O -0.55299 -1.67620 -0.15438
C 3.18374 0.26592 -2.79800
C 3.14846 -0.38054 -0.46310
H -2.75806 2.55469 -2.10808
C -1.15200 1.63367 -5.93249
H 0.66463 -3.03707 -1.09518
H 3.68094 -0.40657 0.50500
C -0.54428 0.11271 4.97344
H -1.68470 1.07122 -3.37743
H 2.09200 3.69833 -6.57384
C -0.66401 1.44015 -3.54552
H 3.97007 0.46241 -3.53168
Cr 0.21745 0.06137 -1.14917
H 2.67013 -0.67680 -3.01790
H 1.28186 -1.60097 3.70014
H 5.52778 1.19773 -2.09542
C -2.61035 0.33705 -0.02970
H 1.97384 -0.69678 5.88591

Charge ... 0
Highest occupied orbital energy (alpha / beta) ... -7.2 / -7.3 eV
HOMO-LUMO gap (alpha / beta) ... 7.10 / 7.06 eV
Relative energy (zero: lowest compared OMol25 entry of this formula, charge and spin) ... 26.0 kcal/mol
<S²> ... 4.016
Multiplicity ... 4

Record 2
Density functional theory data (ωB97M-V with the def2-TZVPD basis set) for a 2-piece molecular cluster, C7H5NO3 overall.

CARTESIAN COORDINATES (ANGSTROEM)
H -1.09576 2.84826 -0.38623
H 2.22142 1.85010 -0.28069
H -2.87071 1.78744 0.30975
C -1.16787 -1.17182 -0.15339
C 0.14819 -0.48440 -0.15876
C -0.66550 1.65107 -0.09374
H -1.38205 -2.21358 -0.08760
N 1.74401 0.89338 -0.05978
O 1.34736 -1.13680 0.04500
C 2.48436 -0.22639 -0.01418
C -2.13526 -0.31489 0.02880
C -1.94593 1.06033 0.34164
H -3.96524 -0.02172 1.06960
O 3.70386 -0.39775 0.21456
O -3.49004 -0.81810 -0.09929
C 0.34780 0.87228 -0.19844

Charge ... 0
Highest occupied orbital energy ... -8.8 eV
HOMO-LUMO gap ... 7.85 eV
Relative energy (zero: lowest compared OMol25 entry of this formula, charge and spin) ... 147.0 kcal/mol

Record 3
Density functional theory data (ωB97M-V with the def2-TZVPD basis set) for C15H6F6GaI2N4O8Sb as an isolated structure.

CARTESIAN COORDINATES (ANGSTROEM)
I 2.32518 -6.37214 -1.69210
C 0.93550 -2.58761 -0.11692
C -1.44755 -3.88065 -0.22079
F 1.54136 -0.74843 5.13449
C -1.31755 4.39824 -2.08021
N -0.17766 -1.95070 0.28348
O -2.48122 2.68132 2.01386
O 0.75990 1.10681 -3.17299
F 1.03287 0.47604 2.68080
Sb 0.08770 -0.71218 3.98787
F -1.11203 -0.54077 2.39310
C -1.50477 3.52491 0.11761
C -0.39535 2.27396 -1.57084
C -1.34416 -2.57410 0.25551
N -2.03719 3.67771 1.48471
F -1.01816 -1.95927 4.79884
C 2.19946 -4.46453 -0.97604
C -0.31945 -4.53933 -0.64957
I 5.12247 -1.37680 -0.17093
H -0.32767 3.18501 -3.52452
O -2.02159 4.79789 1.94926
F 0.87438 -2.04665 2.88159
O 2.08538 -0.65302 0.52096
C 3.38702 -2.42225 -0.36032
H 4.30324 -4.18008 -1.14130
C 0.92872 -3.89173 -0.59477
N -1.59301 5.47298 -3.05528
C -0.64735 3.27869 -2.49848
O -1.11378 5.34004 -4.16220
C 3.36647 -3.72343 -0.85170
H -2.27780 5.42812 -0.45082
C -1.75165 4.54064 -0.77052
H -0.38429 -5.55483 -1.01658
F -0.71827 0.76730 4.74499
O -2.13675 6.46765 -2.62861
C -0.78227 2.35866 -0.21600
H -2.41619 -4.35819 -0.23816
O -0.48427 1.52463 0.73704
O 0.34132 0.08869 -1.34518
H -2.20365 -2.02946 0.62312
C 2.16083 -1.81579 0.03143
N 0.28883 1.10259 -2.07140
Ga 0.27302 -0.10995 0.93756

Charge ... +1
Highest occupied orbital energy (alpha / beta) ... -12.6 / -12.8 eV
HOMO-LUMO gap (alpha / beta) ... 7.57 / 5.74 eV
Relative energy (zero: lowest compared OMol25 entry of this formula, charge and spin) ... 3.3 kcal/mol
<S²> ... 0.775
Multiplicity ... 2

Record 4
Density functional theory data (ωB97M-V with the def2-TZVPD basis set) for C22H32BCl3N12OSiTi as an isolated structure.

CARTESIAN COORDINATES (ANGSTROEM)
H -5.39333 1.42529 -1.92785
H -1.66421 5.18059 -0.43108
H 5.17149 -5.06698 -1.29858
H 1.73255 -3.68524 2.27137
Cl -1.13260 -5.74381 -1.76483
H 1.36272 4.24865 3.65201
H 1.61348 -3.71191 -2.43903
H -1.05714 -0.54688 3.14825
N 0.16790 -0.90423 -1.78182
C 2.51924 1.54715 -0.16970
H -0.00568 5.79721 -0.34438
H -0.58126 4.70487 -2.56843
N 0.96681 -1.94146 -1.44749
N 0.11676 -1.02474 1.46209
C 1.03386 -2.80622 -2.48553
H -2.03443 2.91819 -1.77333
H -5.19336 -0.19171 -2.62438
N 1.72302 0.47885 -0.13684
C 3.90506 -3.30894 -0.92604
C 1.03429 3.78909 2.72152
Ti -0.31840 0.04312 -0.15606
H 4.35082 -2.47641 -1.44149
H 2.11443 2.54392 -0.22081
H -0.89629 4.75043 2.64585
H -6.36769 0.07776 -1.33908
H 0.07001 -2.76563 -4.47009
C -0.27395 -1.12295 -3.02168
C -3.09287 0.09225 -0.97036
H -2.84891 0.29308 -2.01831
H 4.63180 -0.92347 -0.01069
C -0.95033 2.77233 -1.67315
C 0.25415 -2.31804 -3.51039
Cl -1.60671 -2.87466 -0.23427
O -2.21423 -0.09400 -0.10938
C -0.00026 4.66294 2.02026
H 0.07421 -2.77495 4.22569
H 0.82058 3.99176 -1.75383
N -0.66504 2.04497 -0.44479
C 3.26034 -5.25739 -0.15522
B 1.83213 -1.97309 -0.13367
Si -0.75262 -4.75877 -0.02282
H 1.89885 3.66319 2.06679
H -0.60659 2.15883 -2.50990
C -0.26055 4.13303 -1.69843
C 0.24511 -2.35576 3.25066
N 0.99194 -2.01721 1.18957
N 2.34148 -4.38558 0.21870
C 0.39799 2.43566 2.99364
H -0.92630 -0.42145 -3.51699
H -5.83351 -0.07992 0.81706
C -5.38394 0.35719 -1.70215
C -0.34769 -1.22401 2.69786
C 3.82640 -0.21509 -0.07532
H 3.15184 -6.29845 0.09878
H -0.30406 2.51937 3.82761
C 3.86134 1.16034 -0.12836
C 1.09030 -2.82740 2.26858
N 2.74272 -3.17696 -0.23460
H 4.73641 1.78480 -0.13654
C -0.60720 4.89120 -0.42386
C 4.28332 -4.62653 -0.88258
N -4.38906 0.03772 -0.69018
H 1.15395 1.69253 3.25479
H -4.62946 -1.38623 0.83461
H 0.39471 5.66141 1.83787
C -4.78574 -0.31917 0.66507
N 2.53385 -0.60226 -0.09620
C -0.43522 2.71709 0.65106
Cl -1.70996 -5.63908 1.54209
N -0.32703 4.06007 0.73675
H -4.18125 0.23213 1.38470
H -0.29868 0.99175 1.60962
N -0.33030 1.98789 1.80768

Charge ... +1
Highest occupied orbital energy (alpha / beta) ... -7.8 / -11.5 eV
HOMO-LUMO gap (alpha / beta) ... 5.87 / 8.32 eV
Relative energy (zero: lowest compared OMol25 entry of this formula, charge and spin) ... 43.0 kcal/mol
<S²> ... 3.764
Multiplicity ... 4

Record 5
Density functional theory data (ωB97M-V with the def2-TZVPD basis set) for one molecule with the formula C9H7BrF2O.

CARTESIAN COORDINATES (ANGSTROEM)
H -2.80872 1.74184 -0.86911
C 0.46625 -0.18924 -0.50694
C 1.42001 -0.62299 1.74122
F -0.22449 1.79863 -1.41420
H 1.27071 -0.51069 2.74305
H 3.47322 -1.19662 1.67858
C 1.59059 -0.68906 -1.11641
C 2.58300 -1.00958 1.11577
H -2.67688 2.02127 0.86632
C 0.36421 -0.25152 0.87593
O -0.91176 0.15755 1.27615
F 3.73351 -1.52667 -0.95520
C -2.81902 1.38656 0.06866
H -1.04759 0.13674 -2.07338
C -0.60967 0.51263 -1.10679
H -3.81109 0.84857 0.09080
C 2.65380 -1.07952 -0.25994
H 1.62854 -0.42628 -2.12364
C -1.69433 0.31324 0.10455
Br -2.58027 -1.41485 -0.13543

Charge ... 0
Highest occupied orbital energy ... -8.9 eV
HOMO-LUMO gap ... 9.35 eV
Relative energy (zero: lowest compared OMol25 entry of this formula, charge and spin) ... 0.0 kcal/mol

| no. | E_tot (hartree) |
| --- | --- |
| 1 | -3329.3077 |
| 2 | -550.0127 |
| 3 | -4755.4589 |
| 4 | -4134.3005 |
| 5 | -3196.0916 |